This record from OMol25 describes a single C4H9N3S molecule. The level of theory is the ωB97M-V functional and the def2-TZVPD basis.

Last column: Mulliken charge in e.
Element x y z (Å)
C (-1.027, -1.269, 2.141)  -0.6244
C (-0.406, -0.194, 1.695)  0.0367
C (0.836, -0.264, 0.830)  -0.9346
N (0.500, 0.130, -0.544)  0.2988
N (-0.221, -0.843, -1.265)  -0.7051
C (0.617, 1.433, -1.070)  0.3230
N (0.189, 1.532, -2.357)  -0.3996
S (1.250, 2.691, -0.190)  -0.3949
H (-0.665, -2.290, 1.926)  0.2473
H (-1.996, -1.203, 2.766)  0.2220
H (-0.920, 0.813, 1.740)  0.2428
H (1.662, 0.405, 1.213)  0.3088
H (1.197, -1.290, 0.856)  0.3762
H (0.389, -1.605, -1.563)  0.2109
H (-0.973, -1.225, -0.726)  0.2542
H (-0.081, 2.431, -2.727)  0.2435
H (-0.350, 0.747, -2.722)  0.2944

SMILES	C=CCN(N)C(N)=S
Kohn-Sham gap	8.97	eV
HOMO energy	-8.17	eV
energy relative to the best compared isomer or geometry (same formula, charge and spin)	30.9	kcal per mole
maximum force	2.18	eV/Å

=====

This record from OMol25 describes a molecular structure, C17H20AuF3O3. The level of theory is the ωB97M-V functional and the def2-TZVPD basis.

Last column: Löwdin spin population.
Element x y z (Å)
Au (1.024, 0.483, 0.514)  0.3264
C (3.307, 1.384, 0.167)  0.1263
C (3.203, -0.027, -0.058)  0.0548
C (2.310, -0.229, -1.179)  0.0057
H (3.797, -0.796, 0.428)  0.0023
C (1.841, 1.068, -1.595)  0.1051
C (2.476, 2.049, -0.771)  0.0053
H (2.370, 3.132, -0.866)  -0.0001
H (3.965, 1.838, 0.909)  0.0059
H (2.142, -1.186, -1.682)  0.0029
H (1.198, 1.256, -2.457)  0.0135
C (0.594, 1.168, 2.624)  0.0950
C (0.702, 2.454, 1.984)  0.0558
C (-0.346, 2.580, 1.042)  0.0984
H (1.452, 3.201, 2.237)  0.0014
C (-1.169, 1.428, 1.120)  0.1463
C (-0.584, 0.502, 2.064)  -0.0028
H (-1.023, -0.419, 2.416)  -0.0005
H (1.185, 0.813, 3.450)  0.0049
H (-0.546, 3.442, 0.402)  0.0096
H (-2.140, 1.319, 0.672)  0.0095
O (-1.475, -0.114, -0.901)  0.0017
C (-2.490, -0.151, -1.902)  0.0035
C (-2.341, -1.701, -2.076)  0.1421
C (-2.169, 0.752, -3.065)  0.1898
C (-3.854, 0.193, -1.318)  0.2167
C (-1.405, -1.562, -0.853)  0.0106
H (-1.808, -2.016, -2.992)  0.0403
H (-3.231, -2.270, -1.794)  0.0483
H (-1.774, -1.920, 0.133)  0.0036
H (-0.375, -1.898, -1.027)  0.0024
H (-2.696, 0.412, -3.957)  0.0724
H (-1.102, 0.769, -3.272)  0.0149
H (-2.510, 1.769, -2.829)  0.0386
H (-4.622, -0.179, -2.008)  0.0831
H (-3.973, 1.289, -1.243)  0.0396
H (-4.007, -0.272, -0.330)  0.0253
F (3.096, -3.099, 3.811)  0.0001
C (2.125, -3.180, 2.866)  0.0002
F (2.499, -4.133, 1.960)  0.0008
F (0.980, -3.614, 3.474)  0.0006
C (1.867, -1.815, 2.147)  -0.0001
O (2.547, -0.837, 2.504)  -0.0007
O (0.960, -1.883, 1.251)  0.0005

charge	-2
Kohn-Sham gap (alpha / beta)	2.33 / 5.94	eV
HOMO energy (alpha / beta)	3.00 / -1.18	eV
energy relative to the best compared isomer or geometry (same formula, charge and spin)	0.0	kcal per mole
2S+1	3
maximum force	2.73	eV/Å

=====

This record from OMol25 describes a molecular structure, C46H41IrN7S2Sb2. The level of theory is the ωB97M-V functional and the def2-TZVPD basis.

Last column: Löwdin spin population.
Element x y z (Å)
Ir (-0.445, -0.025, -0.649)  0.0041
C (0.557, -0.034, 3.868)  0.0153
Sb (-0.658, -0.177, 2.135)  0.0095
C (-1.224, -2.206, 2.358)  0.0035
C (-2.410, 0.828, 2.933)  0.0003
C (-3.564, -0.120, 3.040)  0.0000
C (-3.672, -0.938, 4.162)  0.0001
C (-4.678, -1.884, 4.270)  0.0000
C (-5.601, -2.024, 3.244)  0.0001
C (-5.519, -1.197, 2.135)  0.0000
C (-4.516, -0.236, 2.022)  0.0001
C (-4.506, 0.677, 0.833)  0.0000
Sb (-3.136, 0.135, -0.721)  -0.0001
C (-4.265, -1.474, -1.520)  0.0000
C (-3.704, 1.663, -2.085)  0.0000
H (-0.008, -0.511, 4.669)  0.0012
H (0.753, 1.009, 4.105)  0.0032
H (1.501, -0.545, 3.702)  0.0004
H (-1.393, -2.413, 3.413)  0.0003
H (-0.423, -2.837, 1.976)  0.0001
H (-2.140, -2.408, 1.808)  0.0001
H (-2.615, 1.703, 2.319)  0.0000
H (-2.079, 1.162, 3.916)  0.0000
H (-2.958, -0.821, 4.970)  0.0000
H (-4.744, -2.507, 5.152)  0.0000
H (-6.394, -2.756, 3.317)  0.0000
H (-6.268, -1.275, 1.355)  0.0000
H (-4.300, 1.716, 1.090)  0.0000
H (-5.462, 0.645, 0.309)  0.0000
H (-5.225, -1.072, -1.841)  0.0000
H (-4.431, -2.228, -0.752)  0.0000
H (-3.758, -1.931, -2.368)  0.0000
H (-4.792, 1.714, -2.085)  0.0000
H (-3.359, 1.435, -3.093)  0.0000
H (-3.301, 2.626, -1.776)  0.0000
N (7.219, -6.969, -0.794)  0.0000
C (6.375, -6.191, -0.795)  0.0000
C (5.317, -5.216, -0.797)  0.0000
C (4.496, -5.081, 0.320)  0.0000
C (3.474, -4.149, 0.310)  0.0000
C (3.275, -3.334, -0.803)  0.0001
C (4.104, -3.472, -1.914)  0.0000
C (5.117, -4.414, -1.917)  0.0000
C (2.173, -2.337, -0.798)  0.0006
C (2.504, -1.002, -0.952)  0.0006
C (3.808, -0.462, -1.126)  0.0052
C (3.672, 0.890, -1.302)  0.0126
C (2.297, 1.162, -1.195)  0.0052
N (1.588, 0.056, -0.983)  -0.0019
C (0.864, -2.837, -0.689)  0.0006
C (0.496, -4.198, -0.748)  0.0006
C (-0.883, -4.256, -0.699)  0.0004
C (-1.318, -2.933, -0.606)  0.0010
N (-0.292, -2.068, -0.588)  0.0003
H (4.663, -5.704, 1.187)  0.0000
H (2.836, -4.040, 1.177)  0.0000
H (3.940, -2.854, -2.788)  0.0000
H (5.753, -4.534, -2.783)  0.0000
H (4.723, -1.029, -1.121)  0.0000
H (4.450, 1.617, -1.461)  0.0000
H (1.831, 2.126, -1.301)  -0.0003
H (1.180, -5.023, -0.855)  0.0000
H (-1.509, -5.132, -0.724)  0.0000
H (-2.333, -2.594, -0.524)  0.0001
S (-0.296, 4.959, -6.215)  0.0000
N (-0.360, 5.197, -4.625)  0.0000
C (-0.419, 4.000, -4.063)  0.0000
C (-0.478, 3.743, -2.636)  0.0000
C (-0.473, 4.737, -1.653)  0.0000
C (-0.494, 4.359, -0.329)  0.0000
C (-0.522, 3.005, 0.000)  0.0016
N (-0.551, 2.052, -0.927)  0.0002
C (-0.525, 2.413, -2.232)  0.0000
C (-0.514, 1.323, -3.199)  0.0001
N (-0.579, 0.072, -2.696)  0.0009
C (-0.537, -0.974, -3.516)  0.0000
C (-0.444, -0.814, -4.896)  0.0000
C (-0.400, 0.455, -5.430)  0.0000
C (-0.442, 1.555, -4.568)  0.0000
C (-0.402, 2.939, -5.000)  0.0000
N (-0.335, 3.352, -6.256)  0.0000
H (-0.444, 5.778, -1.949)  0.0000
H (-0.482, 5.092, 0.465)  0.0001
H (-0.509, 2.682, 1.030)  0.0019
H (-0.592, -1.951, -3.053)  0.0000
H (-0.404, -1.690, -5.528)  0.0000
H (-0.330, 0.619, -6.497)  0.0000
S (2.496, 1.588, 1.795)  0.5636
C (2.923, 2.904, 2.792)  0.0712
C (3.404, 2.692, 4.103)  0.0896
C (3.758, 3.760, 4.898)  -0.0066
C (3.661, 5.059, 4.402)  0.1252
C (3.195, 5.291, 3.108)  -0.0050
C (2.824, 4.230, 2.311)  0.0875
H (3.503, 1.677, 4.465)  0.0022
H (4.122, 3.592, 5.903)  -0.0025
H (3.962, 5.893, 5.021)  0.0065
H (3.128, 6.303, 2.732)  -0.0025
H (2.471, 4.393, 1.301)  0.0024

charge	+2
Kohn-Sham gap (alpha / beta)	6.36 / 5.92	eV
HOMO energy (alpha / beta)	-12.51 / -12.49	eV
energy relative to the best compared isomer or geometry (same formula, charge and spin)	18.4	kcal per mole
2S+1	2
maximum force	1.46	eV/Å